This record from the Open Molecules 2025 dataset describes a molecular structure, C25H28F5O2RuS at a distorted geometry. The level of theory is ωB97M-V/def2-TZVPD.

Geometry as XYZ:
```
62
Properties=species:S:1:pos:R:3:lowdin_spin:R:1
O 2.35870 -4.47240 -0.26621 0.0000
C 0.97488 -4.83019 -0.69865 -0.0002
C 0.71930 -5.60266 0.59849 0.0000
H 0.95532 -5.44106 -1.63288 0.0000
H 0.42171 -3.87434 -0.74187 -0.0002
C 2.05829 -5.00300 1.05099 0.0000
H 0.64046 -6.65852 0.33013 0.0000
H -0.16222 -5.28098 1.16005 0.0000
C 3.14715 -5.93821 1.55490 0.0000
H 3.40897 -6.71194 0.81802 0.0000
H 2.80459 -6.45815 2.46193 0.0000
H 4.02573 -5.31861 1.80316 0.0000
C 1.92079 -3.83281 1.97264 0.0001
H 1.19450 -3.09676 1.59490 -0.0003
H 2.89716 -3.34146 2.07747 0.0005
H 1.58391 -4.16102 2.96459 0.0000
Ru 0.50120 -0.05720 -1.85300 3.0222
C -1.94064 0.13559 -0.00895 0.0830
C -1.98271 0.37355 -1.39415 0.2234
C -1.38040 -0.76607 -2.07596 0.0385
H -2.49692 1.20171 -1.87112 0.0093
C -0.95751 -1.69615 -1.02754 0.1226
C -1.37841 -1.14187 0.22417 0.2213
H -1.35782 -1.66700 1.18552 0.0106
H -2.34031 0.80701 0.74947 0.0006
H -1.37828 -0.97486 -3.14151 0.0192
H -0.62761 -2.71796 -1.20298 0.0063
C 1.28002 1.45852 -0.05053 0.1989
C 0.97706 0.37482 0.82415 0.1718
C 1.65578 -0.77484 0.34850 0.2348
H 0.30063 0.41128 1.68392 0.0070
C 2.40134 -0.43946 -0.83720 0.0674
C 2.19427 0.98190 -1.06212 0.0616
H 2.69477 1.56489 -1.81447 0.0066
H 0.86091 2.45648 0.00339 0.0085
H 1.63625 -1.76939 0.77622 0.0089
H 3.08901 -1.09488 -1.36245 0.0095
O 1.86997 -2.72584 -3.00600 0.0270
C 2.97747 -3.67911 -2.76647 0.0018
C 3.54554 -4.32676 -4.02035 0.0011
H 2.71323 -4.44150 -2.02938 0.0000
H 3.73117 -3.03149 -2.29234 0.0001
C 2.99988 -3.39915 -5.10802 0.0003
H 3.23914 -5.37843 -4.15552 0.0001
H 4.64514 -4.30357 -3.95646 0.0001
C 2.10733 -2.37074 -4.37462 0.0063
H 2.46410 -3.93403 -5.89422 0.0000
H 3.84815 -2.90454 -5.58846 0.0000
H 1.18135 -2.15944 -4.93026 0.0012
H 2.72608 -1.47797 -4.26463 0.0015
F 0.02479 7.11100 -0.36473 0.0048
C -0.08939 5.92651 -0.99492 0.0165
C -1.18270 5.10664 -0.72907 -0.0020
F -2.16864 5.54495 0.09216 -0.0015
C -1.21973 3.83776 -1.28223 0.0192
F -2.32512 3.12367 -0.93597 0.0058
C -0.21649 3.35265 -2.16297 0.0439
S -0.17043 1.83423 -2.99259 0.3143
C 0.85425 4.24114 -2.42317 0.0222
F 1.86365 3.84128 -3.23367 0.0087
C 0.91787 5.50975 -1.86879 -0.0021
F 1.94057 6.34686 -2.16273 -0.0014
```

Multiplicity: 6
Relative energy (zero: lowest compared OMol25 entry of this formula, charge and spin): 133.18 kJ/mol
Energy: -57469.708 eV
Max |F|: 3.002 eV/Å
E_HOMO (alpha / beta): -6.33 / -7.52 eV
<S²>: 8.792
Gap between HOMO and LUMO (alpha / beta): 6.9 / 6.1 eV
LUMO level (alpha / beta): 0.523 / -1.438 eV

***

This record from the Open Molecules 2025 dataset describes C5H5ClFN3O in the gas phase at a distorted geometry. The level of theory is ωB97M-V/def2-TZVPD.

Geometry as XYZ:
```
16
Properties=species:S:1:pos:R:3:lowdin_charge:R:1
C 0.72090 -0.95433 1.16808 -0.0647
C 0.33695 -0.39794 -0.08443 -0.1677
C -0.48821 0.81029 0.21807 -0.3065
C -0.54067 0.84991 1.64138 -0.3049
C 0.68261 -0.64000 -2.57143 -0.1796
N 0.11717 -0.21635 2.18439 0.1001
N 0.67710 -1.04396 -1.25739 0.0741
N -1.29896 1.65592 -0.31377 -0.3909
O -1.00044 1.81895 2.45093 0.1145
F 1.16352 -1.52678 -3.46442 -0.0057
Cl -1.62947 1.64546 -1.97842 0.6100
H 1.00006 -2.01001 1.17381 0.1152
H -0.06012 -0.15028 -3.11395 0.0375
H 0.06859 -0.56748 3.09377 0.1386
H 1.25236 -1.76969 -0.90800 0.1237
H -1.00141 2.49628 1.76138 0.1063
```

Multiplicity: 1
Relative energy (zero: lowest compared OMol25 entry of this formula, charge and spin): 132.97 kJ/mol
Energy: -27018.614 eV
Max |F|: 3.051 eV/Å
E_HOMO (alpha / beta): -6.52 / -7.34 eV
Gap between HOMO and LUMO (alpha / beta): 6.0 / 7.9 eV
LUMO level (alpha / beta): -0.560 / 0.585 eV

***

This record from the Open Molecules 2025 dataset describes a molecular structure, C41H62F21N2O20S5 at a distorted geometry. The level of theory is ωB97M-V/def2-TZVPD.

Geometry as XYZ:
```
151
Properties=species:S:1:pos:R:3:lowdin_charge:R:1
C -0.20444 6.94979 3.74725 -0.0981
C -0.16769 8.11081 2.68194 -0.2781
C -1.56740 8.62088 2.22347 -0.2076
C -2.53849 7.50310 1.67735 -0.1828
N -1.86757 6.26062 1.23068 -0.1732
C -2.64621 5.05988 1.58837 -0.2474
C -1.77133 3.74568 1.69989 -0.1747
C -2.55616 2.80308 2.71000 -0.2337
C -2.61788 1.31179 2.25384 -0.2316
S -1.10725 0.48649 2.91874 0.5893
O -0.06179 1.53751 3.05232 -0.3719
O -1.48413 0.02479 4.30149 -0.3975
N -0.73111 -0.77522 1.85347 -0.3339
S -0.08075 -2.11273 2.64563 0.5210
O -1.04285 -2.81033 3.55977 -0.3780
O 0.27664 -3.09079 1.56121 -0.4124
S 1.78168 -1.71243 3.62741 0.6075
C 2.05512 -3.12724 4.77732 -0.1441
O 1.76161 -0.48160 4.45065 -0.3649
O 2.87905 -1.72855 2.61184 -0.3834
C -1.51448 6.30195 -0.13696 -0.9762
S -1.99509 5.21222 -1.30435 0.6734
S -0.37328 7.65009 -0.68489 0.8555
C -1.22630 8.46824 -2.12667 -0.4550
C -2.74963 8.65667 -1.79651 -0.3184
C -3.49406 9.54480 -2.87673 -0.1067
H -1.20914 6.74041 4.16809 0.0719
H 0.54180 7.15423 4.55307 0.0693
H 0.18126 6.03247 3.23662 0.0666
H 0.33206 8.98016 3.18190 0.0909
H 0.50616 7.85234 1.83185 0.0607
H -2.09985 9.12446 3.07108 0.1108
H -1.46633 9.39112 1.41908 0.0706
H -3.33419 7.34264 2.43248 0.1197
H -3.05584 7.94324 0.78465 0.0949
H -3.03546 5.22790 2.62476 0.1124
H -3.55224 4.89436 0.95339 0.1090
H -1.60476 3.25411 0.72248 0.0820
H -0.80606 4.04475 2.17037 0.1045
H -2.13888 2.94267 3.72958 0.1174
H -3.61340 3.17498 2.74627 0.1035
H -3.47255 0.84543 2.80186 0.0983
H -2.77595 1.16044 1.16677 0.0995
H 2.38717 -4.02188 4.20887 0.0514
H 2.85186 -2.83811 5.48893 0.0714
H 1.07780 -3.32770 5.26371 0.0637
H -0.78006 9.48045 -2.26112 0.0670
H -1.04930 7.80106 -2.99680 0.0658
H -2.78391 9.24021 -0.84319 0.0886
H -3.30009 7.69717 -1.71435 0.0743
H -3.45239 8.98027 -3.83916 0.0694
H -4.54287 9.66645 -2.52052 0.0726
H -2.99363 10.53030 -2.98596 0.0586
C 0.45818 -4.91763 -0.46191 -0.0726
C 0.28550 -6.29975 -1.05817 -0.1920
O -0.83004 -6.33687 -1.97200 0.0301
C -0.59211 -5.87797 -3.19732 -0.4022
O 0.45262 -5.44620 -3.58014 0.1726
C -1.84070 -6.02295 -4.06157 -0.5403
F -2.94719 -5.61530 -3.43112 0.1654
F -2.04616 -7.30408 -4.41680 0.1393
F -1.76362 -5.31845 -5.18850 0.1707
H -0.46605 -4.58473 0.00629 0.0741
H 1.25034 -4.91648 0.28473 0.0800
H 0.70844 -4.18595 -1.23105 0.0857
H 0.05719 -7.01541 -0.26781 0.1226
H 1.19596 -6.64484 -1.55291 0.1206
C -2.15406 8.56785 -9.86571 -0.0624
C -1.11575 8.03152 -8.90167 -0.2000
O -0.69734 9.04988 -7.97927 0.0306
C -1.50903 9.25854 -6.94105 -0.3903
O -2.53003 8.67427 -6.74426 0.1743
C -0.92263 10.32325 -6.01965 -0.5465
F -0.46428 11.38364 -6.69621 0.1639
F 0.10648 9.84501 -5.31162 0.1699
F -1.81705 10.77866 -5.14695 0.1606
H -1.77954 9.45832 -10.37431 0.0823
H -2.40974 7.81472 -10.61191 0.0824
H -3.06525 8.85757 -9.34086 0.0768
H -0.22364 7.72945 -9.45003 0.1254
H -1.47803 7.15321 -8.36540 0.1281
C 7.26938 -4.37817 3.11615 -0.0545
C 6.79079 -5.60600 2.36952 -0.1925
O 6.32631 -6.61433 3.28489 0.0330
C 5.08664 -6.44439 3.74415 -0.3928
O 4.37312 -5.53512 3.45327 0.1774
C 4.69972 -7.60052 4.66118 -0.5469
F 5.67008 -7.89920 5.53370 0.1619
F 4.44862 -8.71504 3.96124 0.1637
F 3.60830 -7.33298 5.37321 0.1731
H 8.02846 -4.65081 3.85230 0.0803
H 7.69209 -3.64902 2.42429 0.0839
H 6.45079 -3.90423 3.65950 0.0787
H 7.61999 -6.04912 1.81823 0.1048
H 6.01475 -5.35902 1.64298 0.1296
C -1.70338 14.64499 -0.47330 -0.0609
C -0.33368 14.35712 -1.05324 -0.2021
O 0.48081 13.63966 -0.11361 0.0323
C 0.26497 12.32388 -0.04836 -0.3811
O -0.54227 11.73268 -0.69911 0.1650
C 1.22554 11.67940 0.94677 -0.5427
F 1.31072 12.37090 2.08958 0.1673
F 2.46630 11.60336 0.44951 0.1722
F 0.85577 10.44686 1.26637 0.1626
H -1.61223 15.16891 0.48005 0.0833
H -2.28963 15.25732 -1.15962 0.0820
H -2.25068 13.72138 -0.28065 0.0769
H 0.18564 15.29363 -1.25675 0.1245
H -0.40097 13.81331 -1.99692 0.1249
C 10.21741 -6.17815 -2.30064 -0.0589
C 11.30162 -6.79493 -1.44072 -0.2011
O 11.77218 -5.85865 -0.45776 0.0325
C 11.01708 -5.73864 0.63459 -0.3876
O 10.00523 -6.33878 0.83399 0.1688
C 11.65407 -4.75423 1.61049 -0.5497
F 12.07736 -3.64357 0.99913 0.1695
F 12.71639 -5.29433 2.22039 0.1687
F 10.80682 -4.37495 2.56270 0.1721
H 10.56929 -5.24794 -2.75040 0.0846
H 9.91992 -6.86489 -3.09385 0.0834
H 9.33585 -5.93368 -1.70692 0.0779
H 12.16285 -7.04952 -2.05836 0.1245
H 10.96328 -7.71567 -0.96283 0.1257
C -4.46039 -8.65524 -3.11570 -0.0552
C -4.84521 -9.92621 -3.84372 -0.1911
O -5.25515 -10.95103 -2.92034 0.0304
C -6.51054 -10.86779 -2.47967 -0.3950
O -7.29030 -10.01972 -2.78850 0.1771
C -6.82008 -12.04125 -1.55528 -0.5386
F -5.84264 -12.25903 -0.66504 0.1381
F -6.97732 -13.17873 -2.24455 0.1680
F -7.93854 -11.85621 -0.85900 0.1742
H -3.69549 -8.86082 -2.36434 0.0917
H -4.07977 -7.91709 -3.81369 0.0570
H -5.31594 -8.22626 -2.59210 0.0848
H -3.97945 -10.32195 -4.37493 0.1262
H -5.62463 -9.74612 -4.58590 0.1265
C -5.13068 -11.97296 2.01822 -0.0646
C -3.90401 -11.33247 2.63458 -0.1913
O -4.27337 -10.39838 3.66135 0.0360
C -4.55590 -10.92922 4.85106 -0.3940
O -4.52663 -12.09592 5.10330 0.1685
C -4.88269 -9.82805 5.85504 -0.5523
F -5.71669 -8.91617 5.34669 0.1695
F -3.77912 -9.17878 6.23914 0.1736
F -5.45751 -10.30900 6.95629 0.1679
H -5.81844 -11.20911 1.65376 0.0824
H -4.84952 -12.61954 1.19293 0.0684
H -5.67367 -12.56831 2.75408 0.0825
H -3.36653 -10.76075 1.87806 0.1277
H -3.21181 -12.07967 3.02623 0.1263
```

Multiplicity: 1
Relative energy (zero: lowest compared OMol25 entry of this formula, charge and spin): 363.00 kJ/mol
Energy: -198696.367 eV
Max |F|: 6.987 eV/Å
E_HOMO: -6.10 eV
Charge: -1
Gap between HOMO and LUMO: 7.7 eV
LUMO level: 1.616 eV

***

This record from the Open Molecules 2025 dataset describes C23H33N5O in the gas phase. The level of theory is ωB97M-V/def2-TZVPD.

Geometry as XYZ:
```
62
Properties=species:S:1:pos:R:3:lowdin_charge:R:1
C 0.23561 -0.31169 -4.41502 -0.0436
C -1.05509 -0.34901 -3.65147 -0.2123
C -2.22448 0.07415 -4.26508 -0.0527
C -3.44867 -0.00346 -3.62475 -0.0991
C -3.51221 -0.52769 -2.34716 -0.1007
C -2.35608 -0.94178 -1.71215 -0.0336
C -1.11537 -0.84557 -2.34002 -0.2061
N 0.07634 -1.27896 -1.72340 -0.1051
C 0.98377 -0.22333 -1.30410 -0.1336
C 2.35839 -0.83507 -1.00725 -0.1536
N 2.31686 -1.85612 0.02269 -0.1194
C 2.12422 -1.42389 1.40671 -0.2922
C 2.84832 -2.39624 2.35186 -0.1403
C 2.57843 -2.02262 3.80914 -0.1574
C 2.93304 -0.55728 4.07141 -0.1428
N 2.27342 0.28689 3.09706 -0.0415
C 1.09131 0.86775 3.42824 -0.4041
O 0.66324 0.87808 4.56984 0.0716
C 0.31778 1.49958 2.32749 -0.2191
C -1.05449 1.29884 2.08362 0.0457
C -1.35303 2.08867 0.99289 -0.2414
C -2.64383 2.31232 0.27492 -0.3616
C -2.42562 2.68181 -1.19240 -0.0649
C -3.44905 3.40054 0.99404 -0.0574
N -0.19738 2.70725 0.66400 0.0472
N 0.81918 2.35799 1.44870 0.0876
C 2.64855 -0.01720 1.73627 -0.1106
C 1.34741 -2.86069 -0.38465 -0.1540
C -0.04329 -2.27845 -0.68099 -0.1585
H 0.05023 -0.51695 -5.46740 0.0798
H 0.92505 -1.05447 -4.02224 0.0749
H 0.70744 0.66968 -4.34911 0.0812
H -2.17360 0.45645 -5.27508 0.1111
H -4.34563 0.32847 -4.12577 0.1001
H -4.46156 -0.60987 -1.83802 0.1032
H -2.42247 -1.33672 -0.71001 0.1044
H 1.06992 0.52229 -2.09348 0.1154
H 0.59583 0.27745 -0.40128 0.1121
H 3.07429 -0.05995 -0.73858 0.1151
H 2.71921 -1.32741 -1.91622 0.1236
H 1.05262 -1.42157 1.67324 0.1428
H 2.52028 -3.41993 2.16848 0.1054
H 3.91800 -2.35004 2.13947 0.1207
H 3.15437 -2.66545 4.47609 0.1116
H 1.51855 -2.16742 4.03052 0.1186
H 2.59816 -0.25024 5.06329 0.1205
H 4.01299 -0.40306 3.98721 0.1274
H -1.71378 0.65988 2.63344 0.1176
H -3.21045 1.37603 0.31769 0.1340
H -3.37856 2.68990 -1.71519 0.0825
H -1.78176 1.95576 -1.68430 0.0653
H -1.98497 3.67287 -1.28517 0.0772
H -3.62529 3.12158 2.02980 0.0805
H -2.90845 4.34484 0.98048 0.0835
H -4.40829 3.54338 0.50254 0.0779
H -0.04714 3.37338 -0.07630 0.1578
H 2.23961 0.75142 1.08644 0.0862
H 3.73965 0.00382 1.66306 0.1401
H 1.26426 -3.62273 0.39085 0.1141
H 1.73193 -3.33356 -1.29255 0.1249
H -0.70349 -3.07449 -1.03126 0.1316
H -0.46423 -1.85819 0.24891 0.1123
```

Multiplicity: 1
Relative energy (zero: lowest compared OMol25 entry of this formula, charge and spin): 173.34 kJ/mol
Energy: -33885.235 eV
SMILES: Cc1ccccc1N1CCN([C@H]2CCCN(C(=O)c3cc(C(C)C)[nH]n3)C2)CC1
Max |F|: 0.911 eV/Å
E_HOMO: -8.04 eV
Gap between HOMO and LUMO: 8.7 eV
LUMO level: 0.699 eV